The following is a quantum chemistry calculation of a 2-piece molecular cluster, C5H11O3 overall, from the Open Molecules 2025 dataset.

Frontier orbital gap   6.34 eV
ΔE to the lowest compared entry with this formula, charge and spin   2.2078 eV

ORCA input file:
```
! RIJCOSX wB97M-V def2-TZVPD def2/J DEFGRID3
* xyz -1 1
C -1.511 -2.600 -0.042
O -0.092 -2.561 -0.275
C -2.179 -1.264 -0.326
C -1.573 -0.137 0.564
C -0.666 0.757 -0.247
C 0.545 1.271 0.146
O 1.135 2.229 -0.516
H -1.805 -3.327 -0.795
H -1.713 -2.989 0.963
H -3.253 -1.434 -0.166
H -2.052 -1.016 -1.376
H -2.302 0.494 1.085
H -1.018 -0.682 1.341
H -0.907 1.075 -1.256
H 0.260 -1.792 0.195
H 1.136 0.940 1.015
H 2.762 2.185 -0.062
H 3.670 2.991 0.861
O 3.723 2.298 0.192
*
```

The following is a quantum chemistry calculation of a 2-piece molecular cluster, C5H11O3 overall, from the Open Molecules 2025 dataset.

Frontier orbital gap   8.20 eV
ΔE to the lowest compared entry with this formula, charge and spin   0.7594 eV

ORCA input file:
```
! RIJCOSX wB97M-V def2-TZVPD def2/J DEFGRID3
* xyz -1 1
C 1.789 -0.838 -0.331
C 2.969 -0.845 -1.307
C 1.784 0.399 0.594
O 0.615 -0.940 -1.117
H 1.804 -1.677 0.375
H 3.691 -0.057 -1.092
H 0.889 0.348 1.216
H 2.696 0.345 1.194
H 1.581 1.327 0.049
H 0.014 -0.132 -1.112
H 2.540 -0.678 -2.293
H 3.434 -1.840 -1.396
C -2.230 1.016 1.912
C -1.965 0.486 0.413
O -2.708 -0.445 0.084
O -1.003 1.011 -0.203
H -2.503 2.069 1.881
H -1.257 0.994 2.422
H -2.914 0.343 2.424
*
```

The following is a quantum chemistry calculation of a 2-piece molecular cluster, C5H11O3 overall, from the Open Molecules 2025 dataset.

Frontier orbital gap (alpha / beta)   2.62 / 8.32 eV
ΔE to the lowest compared entry with this formula, charge and spin   0.0000 eV

ORCA input file:
```
! RIJCOSX wB97M-V def2-TZVPD def2/J DEFGRID3
* xyz -2 2
O -2.058 0.056 1.381
C -1.058 0.839 1.683
O -0.820 1.410 2.739
C -0.146 1.272 0.541
C 0.484 0.170 -0.351
C 1.687 -0.552 0.225
C 0.775 0.526 -1.808
H 0.779 1.785 0.910
H -0.740 1.986 -0.013
H -0.414 -0.484 -0.272
H 2.339 0.303 0.636
H 2.358 -0.979 -0.586
H 1.412 -1.461 0.884
H 1.635 1.120 -2.029
H 0.050 1.244 -2.156
H 0.683 -0.379 -2.387
H -1.894 -2.921 -0.054
H -2.466 -1.505 0.425
O -2.605 -2.428 0.232
*
```

The following is a quantum chemistry calculation of an isolated ion of composition C5H11O3Si and charge -1, from the Open Molecules 2025 dataset.

Frontier orbital gap   6.83 eV
SMILES string   C=C([O-])O[Si](C)(C)OC

ORCA input file:
```
! RIJCOSX wB97M-V def2-TZVPD def2/J DEFGRID3
* xyz -1 1
C -2.445 -1.058 -0.053
C -1.503 -2.040 -0.073
O -1.528 -3.230 0.220
O -0.172 -1.498 -0.532
Si 0.035 0.078 -0.205
C -0.732 1.568 -1.184
C 0.083 0.692 1.702
O 1.597 0.416 -0.755
C 2.762 -0.187 -0.437
H -3.430 -1.421 0.174
H -2.077 -0.088 -0.226
H -0.432 2.526 -0.589
H -0.149 1.605 -2.141
H -1.778 1.541 -1.194
H 0.735 -0.043 2.363
H 0.455 1.739 2.082
H -0.950 0.576 2.057
H 3.204 0.189 0.566
H 3.619 -0.069 -1.217
H 2.706 -1.295 -0.558
*
```

Number 1: M 119.140 g mol⁻¹, electronic energy -11505.85967 eV. Number 2: M 119.140 g mol⁻¹, electronic energy -11507.30801 eV. Number 3: M 119.140 g mol⁻¹, electronic energy -11503.08520 eV. Number 4: M 147.226 g mol⁻¹, electronic energy -19385.25132 eV.